[1]
12
Properties=species:S:1:pos:R:3 method="wB97M-V/def2-TZVPD" charge=0 relative_energy_kcal_mol=43.94 e_tot_ha=-2829.77805 orbital_gap_ha=0.378 e_lumo_ev=0.898 mol_weight_da=152.99
C -0.14 -0.50 1.20
C 0.91 -1.30 1.24
C -0.59 0.45 -1.52
C -0.27 1.04 -0.13
F 0.98 -2.29 2.09
Br 1.43 1.87 -0.03
H -1.03 -0.43 1.78
H 1.81 -1.36 0.53
H -1.24 -0.43 -1.56
H 0.34 0.08 -1.97
H -1.08 1.26 -2.00
H -1.10 1.62 0.38

=====

[2]
26
Properties=species:S:1:pos:R:3 method="wB97M-V/def2-TZVPD" charge=+1 relative_energy_kcal_mol=15.11 e_tot_ha=-502.06019 orbital_gap_ha=0.394 e_lumo_ev=-3.315 mol_weight_da=155.22
C 0.20 -0.45 -1.60
C -0.92 -1.39 -0.92
C 0.20 -0.97 2.40
C 0.93 0.11 1.46
C -0.60 -1.86 1.48
C -0.21 0.52 0.52
C 0.10 0.85 -0.94
C 1.43 1.60 -1.03
C -0.98 1.63 -1.68
O 0.85 -0.75 -2.58
O -1.07 -0.96 0.34
H -1.89 -1.50 -1.47
H -0.38 -2.47 -0.87
H 0.93 -1.60 3.14
H -0.41 -0.52 3.19
H 1.28 0.97 2.00
H 1.76 -0.43 0.95
H -0.03 -2.66 1.14
H -1.62 -2.23 1.99
H -0.96 1.04 1.04
H 1.54 1.96 -1.99
H 2.29 1.02 -0.75
H 1.41 2.51 -0.39
H -1.79 0.96 -1.74
H -0.78 2.13 -2.67
H -1.28 2.50 -1.04

=====

[3]
10
Properties=species:S:1:pos:R:3 method="wB97M-V/def2-TZVPD" charge=-1 relative_energy_kcal_mol=44.29 e_tot_ha=-2006.64644 orbital_gap_ha=0.264 e_lumo_ev=3.341 mol_weight_da=196.46
C 1.40 0.22 0.03
C -0.56 0.46 0.41
O -2.62 -1.11 -0.33
O -0.41 -1.91 -0.95
S -1.39 -0.83 -1.00
Cl 1.84 1.57 -0.95
Cl -0.75 -0.10 2.01
Cl -1.00 2.11 0.27
H 2.11 0.24 0.97
H 1.39 -0.65 -0.47